1.
# C4H9N3O

An isolated molecule of C4H9N3O at a distorted geometry (the ωB97M-V functional and the def2-TZVPD basis, the OMol25 dataset).

Output
- Energy: -10804.0707 eV
- Highest occupied orbital energy: -8.320 eV
- Gap between HOMO and LUMO: 9.19 eV
- Energy relative to the best compared isomer or geometry (same formula, charge and spin): 193.5 kcal/mol
- SMILES: CN/C(=N\O)N1CC1

```
! wB97M-V def2-TZVPD RIJCOSX def2/J DEFGRID3
* xyz 0 1
C 0.70 1.14 1.45
N 0.16 1.68 0.01
C 0.04 0.54 -0.51
N 1.00 -0.39 -0.79
O 2.28 0.35 -0.67
N -1.15 -0.13 -0.78
C -0.98 -1.47 -1.30
C -1.38 -1.48 0.13
H 1.74 0.95 1.41
H 0.19 0.24 2.09
H 0.65 1.94 2.26
H -0.76 2.18 0.12
H 1.97 1.42 -1.06
H -0.01 -1.77 -1.36
H -1.73 -1.82 -1.99
H -2.39 -1.47 0.52
H -0.33 -1.91 0.47
*
```

---

2.
# C5H11N3O2S

A cluster of 2 separate species, C5H11N3O2S in total at a distorted geometry (the ωB97M-V functional and the def2-TZVPD basis, the OMol25 dataset).

Output
- Energy: -24757.3265 eV
- Highest occupied orbital energy: -9.337 eV
- Gap between HOMO and LUMO: 9.36 eV
- Energy relative to the best compared isomer or geometry (same formula, charge and spin): 126.7 kcal/mol

```
! wB97M-V def2-TZVPD RIJCOSX def2/J DEFGRID3
* xyz 0 1
C -3.80 -0.61 -1.43
C -0.09 1.88 1.55
C -2.70 -1.03 -1.17
C 2.61 -0.37 0.23
C 0.86 -0.11 -1.43
N -1.05 1.31 0.90
N -1.27 0.05 0.64
N 1.20 -0.07 -0.03
O 0.51 -0.84 2.29
O -0.19 -2.26 0.47
S 0.05 -0.92 0.95
H -4.75 -0.18 -1.41
H -1.73 1.82 0.45
H 0.07 3.00 1.43
H 0.74 1.29 1.93
H -1.67 -1.06 -0.92
H 2.80 -1.36 -0.33
H 3.41 0.26 -0.11
H 2.65 -0.53 1.34
H 1.64 0.49 -1.89
H 0.91 -1.03 -2.01
H -0.22 0.26 -1.48
*
```

---

3.
# C6H12OSi

A cluster of 2 separate species, C6H12OSi in total at a distorted geometry (the ωB97M-V functional and the def2-TZVPD basis, the OMol25 dataset).

Output
- Energy: -16340.3817 eV
- Highest occupied orbital energy: -9.400 eV
- Gap between HOMO and LUMO: 10.33 eV
- Energy relative to the best compared isomer or geometry (same formula, charge and spin): 47.1 kcal/mol

```
! wB97M-V def2-TZVPD RIJCOSX def2/J DEFGRID3
* xyz 0 1
C 2.63 0.26 1.54
C 1.79 1.24 -1.04
C 0.81 1.18 -0.08
C 0.01 -1.85 0.33
C -1.38 0.03 -1.80
C -1.75 0.24 1.53
O 3.75 0.34 1.45
Si -0.61 -0.10 -0.07
H 2.51 2.04 -1.23
H 1.60 0.48 -1.83
H 0.62 1.93 0.67
H -0.77 -2.57 0.34
H 0.76 -2.27 -0.32
H 0.38 -1.80 1.41
H -0.82 0.55 -2.51
H -1.67 -0.93 -2.10
H -2.30 0.60 -1.74
H -1.62 1.23 1.92
H -2.75 -0.14 1.48
H -1.18 -0.47 2.07
*
```

---

4.
# C8H13BN2Sr

A structure of composition C8H13BN2Sr at a distorted geometry (the ωB97M-V functional and the def2-TZVPD basis, the OMol25 dataset).

Output
- Energy: -12991.9066 eV
- Highest occupied orbital energy (spin up / spin down): 1.690 / 1.974 eV
- Gap between HOMO and LUMO (spin up / spin down): 3.10 / 2.79 eV
- Energy relative to the best compared isomer or geometry (same formula, charge and spin): 129.6 kcal/mol

```
! wB97M-V def2-TZVPD RIJCOSX def2/J DEFGRID3
* xyz -2 1
C 0.95 -0.37 -2.55
C 0.16 -1.51 -2.25
C 0.86 -2.30 -1.31
C 2.09 -1.65 -1.00
C 2.14 -0.44 -1.76
Sr -0.16 1.02 -0.24
N 2.10 2.62 -1.54
C -2.46 0.91 -0.43
C -2.69 -0.09 -1.33
H 0.54 -3.29 -0.94
H -0.81 -1.76 -2.70
H 2.87 -2.04 -0.36
H 2.96 0.26 -1.78
H 0.74 0.38 -3.31
H -2.34 -0.04 -2.36
H -2.52 0.73 0.64
H 1.61 3.55 -1.63
H -3.36 -0.91 -1.07
H -2.56 1.95 -0.76
B 0.02 0.44 4.93
C -0.15 0.63 3.42
N -0.23 0.77 2.26
H -0.98 0.00 5.46
H 0.31 1.49 5.48
H 0.93 -0.35 5.15
*
```

---

5.
# C6H12O

A cluster of 2 separate species, C6H12O in total (the ωB97M-V functional and the def2-TZVPD basis, the OMol25 dataset).

Output
- Energy: -8462.9108 eV
- Highest occupied orbital energy: -8.703 eV
- Gap between HOMO and LUMO: 9.57 eV
- Energy relative to the best compared isomer or geometry (same formula, charge and spin): 33.3 kcal/mol
- SMILES: C=C(C)/C=C/C.O

```
! wB97M-V def2-TZVPD RIJCOSX def2/J DEFGRID3
* xyz 0 1
C -0.86 -1.35 0.98
C -0.80 -0.60 -0.13
C -1.03 -1.18 -1.48
C -0.47 0.84 -0.05
C 0.26 1.46 0.87
C 0.50 2.94 0.94
H -1.20 -2.38 0.96
H -0.61 -0.94 1.96
H -0.10 -1.52 -1.94
H -1.70 -2.04 -1.45
H -1.43 -0.48 -2.22
H -0.87 1.39 -0.89
H 0.72 0.95 1.70
H 0.51 3.29 1.98
H -0.16 3.57 0.34
H 1.52 3.17 0.62
O 1.91 -2.76 -0.80
H 1.65 -2.29 0.01
H 2.16 -2.07 -1.42
*
```

---

6.
# C13H15Cl2MnN5S2

A structure of composition C13H15Cl2MnN5S2 at a distorted geometry (the ωB97M-V functional and the def2-TZVPD basis, the OMol25 dataset).

Output
- Energy: -99197.8901 eV
- Highest occupied orbital energy (spin up / spin down): -13.676 / -13.667 eV
- Gap between HOMO and LUMO (spin up / spin down): 7.72 / 6.79 eV
- Energy relative to the best compared isomer or geometry (same formula, charge and spin): 30.3 kcal/mol

```
! wB97M-V def2-TZVPD RIJCOSX def2/J DEFGRID3
* xyz 2 6
Mn -0.18 -0.01 1.15
N -2.97 -2.37 0.67
C -1.81 -2.68 0.09
N -0.72 -1.94 0.19
C 0.36 -2.54 -0.45
C 0.05 -3.73 -1.06
S -1.59 -4.14 -0.84
C 1.65 -1.89 -0.39
C 2.80 -2.28 -1.03
S 4.09 -1.21 -0.67
C 3.02 -0.29 0.34
N 1.78 -0.75 0.38
N 3.42 0.82 0.98
H -3.06 -1.49 1.16
H -3.79 -2.95 0.56
H 0.70 -4.38 -1.62
H 2.95 -3.12 -1.68
H 4.38 1.11 0.97
H 2.79 1.28 1.62
Cl -0.67 0.01 3.32
C -0.24 -0.18 5.02
Cl 1.53 -0.19 5.18
H -0.64 -1.13 5.37
H -0.65 0.66 5.57
N -1.41 1.83 0.46
C -1.14 2.14 -0.93
C 0.11 1.78 -1.43
C 0.43 2.05 -2.74
C -0.49 2.69 -3.56
C -1.73 3.05 -3.06
C -2.07 2.77 -1.74
H -2.42 1.90 0.62
H -0.99 2.56 1.05
H 0.83 1.33 -0.74
H 1.40 1.77 -3.14
H -0.24 2.92 -4.58
H -2.45 3.56 -3.68
H -3.03 3.06 -1.35
*
```

---

7.
# CH4N3S

A structure of composition CH4N3S at a distorted geometry (the ωB97M-V functional and the def2-TZVPD basis, the OMol25 dataset).

Output
- Energy: -16396.7153 eV
- Highest occupied orbital energy: -15.873 eV
- Gap between HOMO and LUMO: 10.29 eV
- Energy relative to the best compared isomer or geometry (same formula, charge and spin): 33.4 kcal/mol

```
! wB97M-V def2-TZVPD RIJCOSX def2/J DEFGRID3
* xyz 1 1
C -0.94 0.25 0.58
N 3.35 -0.12 -0.24
N -0.34 0.03 -0.72
N 2.47 -0.06 0.35
S -1.56 -1.21 -0.33
H -0.09 0.39 1.30
H -1.43 1.20 0.64
H 0.92 -0.14 -0.46
H -2.37 -0.34 -1.12
*
```

---

8.
# C4H11N2

The ion C4H11N2 with charge +1 at a distorted geometry (the ωB97M-V functional and the def2-TZVPD basis, the OMol25 dataset).

Output
- Energy: -7299.1708 eV
- Highest occupied orbital energy: -11.983 eV
- Gap between HOMO and LUMO: 8.70 eV
- Energy relative to the best compared isomer or geometry (same formula, charge and spin): 41.0 kcal/mol
- SMILES: N/C=C/CC[NH3+]

```
! wB97M-V def2-TZVPD RIJCOSX def2/J DEFGRID3
* xyz 1 1
N -1.95 -1.95 -1.17
C -1.31 -1.23 -0.24
C -0.63 -0.10 -0.55
C -0.35 1.03 0.42
C 1.05 1.15 1.04
N 2.01 0.38 0.15
H -2.06 -1.61 -2.10
H -2.36 -2.83 -1.00
H -1.31 -1.63 0.77
H -0.31 0.22 -1.54
H -1.09 1.21 1.20
H -0.58 1.99 -0.06
H 1.11 0.62 1.99
H 1.41 2.14 1.31
H 2.90 0.22 0.60
H 1.45 -0.44 -0.04
H 2.03 0.83 -0.77
*
```

---

9.
# C3H11N2OS

A cluster of 2 separate species, C3H11N2OS in total at a distorted geometry (the ωB97M-V functional and the def2-TZVPD basis, the OMol25 dataset).

Output
- Energy: -19152.7696 eV
- Highest occupied orbital energy: -2.695 eV
- Gap between HOMO and LUMO: 6.73 eV
- Energy relative to the best compared isomer or geometry (same formula, charge and spin): 20.6 kcal/mol

```
! wB97M-V def2-TZVPD RIJCOSX def2/J DEFGRID3
* xyz -1 1
N -0.71 -1.16 -0.04
C 0.21 -0.04 0.17
C 1.66 -0.50 -0.17
S 2.22 0.52 -1.68
C 0.01 0.35 1.68
N -1.46 0.64 1.86
H -1.21 -1.14 -0.92
H -0.35 -2.09 0.12
H -0.18 0.80 -0.39
H 2.33 -0.33 0.69
H 1.79 -1.54 -0.54
H 0.12 -0.44 2.45
H 0.57 1.25 2.01
H -1.90 -0.25 1.99
H -1.90 1.11 1.08
H 0.14 0.48 -3.11
H -0.58 1.61 -2.41
O -0.75 0.74 -2.80
*
```

---

10.
# C4H12F4HfO4

A structure of composition C4H12F4HfO4 at a distorted geometry (the ωB97M-V functional and the def2-TZVPD basis, the OMol25 dataset).

Output
- Energy: -24714.5831 eV
- Highest occupied orbital energy: -10.719 eV
- Gap between HOMO and LUMO: 11.21 eV
- Energy relative to the best compared isomer or geometry (same formula, charge and spin): 0.0 kcal/mol

```
! wB97M-V def2-TZVPD RIJCOSX def2/J DEFGRID3
* xyz 0 1
Hf 1.34 30.13 5.43
F 0.97 28.11 4.50
F 3.25 30.11 4.22
F 1.06 32.35 5.32
F 0.40 30.24 7.45
C -0.51 31.08 2.80
C -1.53 30.38 3.69
O -1.02 30.24 5.01
O 0.77 30.47 3.08
H -0.35 32.15 3.00
H -0.70 30.91 1.74
H -1.86 29.45 3.23
H -2.37 31.09 3.70
H -1.77 30.29 5.61
H 1.21 30.45 2.22
C 3.08 28.82 7.96
C 3.70 30.21 7.86
O 3.04 31.03 6.89
O 2.51 28.35 6.72
H 2.22 28.83 8.63
H 3.86 28.15 8.31
H 4.76 30.11 7.65
H 3.71 30.67 8.86
H 3.19 31.95 7.13
H 2.69 27.41 6.66
*
```

---

11.
# C3H7NO2

An isolated molecule of C3H7NO2 at a distorted geometry (the ωB97M-V functional and the def2-TZVPD basis, the OMol25 dataset).

Output
- Energy: -8807.7867 eV
- Highest occupied orbital energy: -10.055 eV
- Gap between HOMO and LUMO: 10.84 eV
- Energy relative to the best compared isomer or geometry (same formula, charge and spin): 63.2 kcal/mol
- SMILES: O=CCNCO

```
! wB97M-V def2-TZVPD RIJCOSX def2/J DEFGRID3
* xyz 0 1
O -2.69 -0.74 -0.49
C -1.93 0.18 -0.06
C -0.56 -0.15 0.44
N 0.42 0.79 -0.30
C 1.70 0.66 0.25
O 2.34 -0.72 0.05
H -2.41 1.21 0.02
H -0.26 -1.21 0.45
H -0.59 0.24 1.45
H 0.33 0.34 -1.23
H 2.53 1.24 -0.25
H 1.78 0.89 1.31
H 3.31 -0.68 0.10
*
```

---

12.
# C2H4N2S

A cluster of 2 separate species, C2H4N2S in total at a distorted geometry (the ωB97M-V functional and the def2-TZVPD basis, the OMol25 dataset).

Output
- Energy: -15952.0071 eV
- Highest occupied orbital energy: -10.130 eV
- Gap between HOMO and LUMO: 9.78 eV
- Energy relative to the best compared isomer or geometry (same formula, charge and spin): 43.3 kcal/mol
- SMILES: C=NC#N.S

```
! wB97M-V def2-TZVPD RIJCOSX def2/J DEFGRID3
* xyz 0 1
C 1.93 -0.89 0.55
N 2.82 -0.09 0.95
C 3.53 0.60 0.12
N 4.30 1.21 -0.50
H 1.35 -1.22 1.38
H 1.71 -1.17 -0.47
S -1.69 1.03 0.16
H -0.86 1.93 -0.50
H -2.96 1.02 -0.24
*
```